Version w
Entry from the OMol25 dataset: a 2-piece molecular cluster, C14H16 overall (ωB97M-V with the def2-TZVPD basis set).

Values from the calculation:
Orbital gap in eV: 9.868
LUMO in eV: 0.934
M in g mol⁻¹: 184.28
HOMO level in eV: -8.934

Bonds (Å) are listed after each position.
Geometry (Å):
1 C -2.81206 -3.65531 -1.46640  C2 1.505, H8 1.093, H9 1.088, H10 1.093
2 C -2.27615 -2.73075 -0.40602  C1 1.505, C3 1.389, C7 1.394
3 C -2.21552 -3.14728 0.91800  C2 1.389, C4 1.392, H11 1.082
4 C -1.64177 -2.31173 1.87260  C3 1.392, C5 1.387, H12 1.080
5 C -1.21765 -1.04438 1.50021  C4 1.387, C6 1.385, H13 1.081
6 C -1.27892 -0.63855 0.17724  C5 1.385, C7 1.385, H14 1.079
7 C -1.83172 -1.46523 -0.78702  C2 1.394, C6 1.385, H15 1.073
8 H -2.06834 -4.35778 -1.85202  C1 1.093
9 H -3.16764 -3.09688 -2.33028  C1 1.088
10 H -3.59746 -4.33579 -1.12710  C1 1.093
11 H -2.71640 -4.04950 1.24215  C3 1.082
12 H -1.49170 -2.67076 2.88044  C4 1.080
13 H -0.77139 -0.40087 2.24558  C5 1.081
14 H -0.88385 0.33347 -0.07622  C6 1.079
15 H -1.91212 -1.15881 -1.81251  C7 1.073
16 C 1.67705 0.68869 -2.07342  C17 1.507, H23 1.090, H24 1.095, H25 1.090
17 C 1.81711 1.62571 -0.90204  C16 1.507, C18 1.382, C22 1.403
18 C 2.46782 1.23723 0.25412  C17 1.382, C19 1.399, H26 1.085
19 C 2.69591 2.10757 1.32525  C18 1.399, C20 1.394, H27 1.077
20 C 2.28279 3.43119 1.17789  C19 1.394, C21 1.386, H28 1.083
21 C 1.46206 3.75704 0.10960  C20 1.386, C22 1.387, H29 1.085
22 C 1.14903 2.85963 -0.90027  C17 1.403, C21 1.387, H30 1.057
23 H 2.28692 -0.19670 -1.89549  C16 1.090
24 H 2.09665 1.13481 -2.98068  C16 1.095
25 H 0.64676 0.42132 -2.30696  C16 1.090
26 H 3.02209 0.30424 0.27016  C18 1.085
27 H 3.19257 1.71078 2.19431  C19 1.077
28 H 2.74712 4.18044 1.80631  C20 1.083
29 H 1.01505 4.74568 0.07763  C21 1.085
30 H 0.39375 3.06375 -1.61105  C22 1.057



Version x
Entry from the OMol25 dataset: a 2-piece molecular cluster, C14H16 overall (ωB97M-V with the def2-TZVPD basis set).

Values from the calculation:
Orbital gap in eV: 9.479
LUMO in eV: 0.826
M in g mol⁻¹: 184.28
HOMO level in eV: -8.653

Bonds (Å) are listed after each position.
Geometry (Å):
1 C -1.02473 -3.74916 1.21478  C2 1.551, H8 1.170, H9 1.142, H10 1.196
2 C -0.51460 -3.42224 -0.21315  C1 1.551, C3 1.357, C7 1.413
3 C 0.04824 -4.36448 -1.01160  C2 1.357, C4 1.370, H11 1.036
4 C 0.90784 -3.99214 -2.01170  C3 1.370, C5 1.354, H12 1.148
5 C 1.19773 -2.67464 -2.12348  C4 1.354, C6 1.389, H13 1.084
6 C 0.41700 -1.67053 -1.56601  C5 1.389, C7 1.377, H14 1.080
7 C -0.54158 -2.08402 -0.66734  C2 1.413, C6 1.377, H15 1.109
8 H -0.66854 -3.05385 2.08616  C1 1.170
9 H -0.83204 -4.81155 1.58602  C1 1.142
10 H -2.18802 -3.73315 0.93604  C1 1.196
11 H -0.11553 -5.38326 -1.10643  C3 1.036
12 H 1.31473 -4.83026 -2.68281  C4 1.148
13 H 2.09759 -2.44316 -2.68213  C5 1.084
14 H 0.50256 -0.63797 -1.87080  C6 1.080
15 H -1.12122 -1.32372 -0.10459  C7 1.109
16 C -0.18635 2.37054 3.16762  C17 1.604, H23 1.097, H24 1.020, H25 1.082
17 C -0.22477 2.75784 1.61168  C16 1.604, C18 1.413, C22 1.450
18 C 0.87475 2.31980 0.84076  C17 1.413, C19 1.437, H26 1.171
19 C 1.06866 2.90542 -0.45698  C18 1.437, C20 1.357, H27 1.105
20 C 0.27747 3.93271 -0.85808  C19 1.357, C21 1.449, H28 1.144
21 C -0.84053 4.33801 -0.03032  C20 1.449, C22 1.376, H29 1.167
22 C -1.22744 3.68036 1.11480  C17 1.450, C21 1.376, H30 1.146
23 H 0.85631 2.28620 3.49843  C16 1.097
24 H -0.59418 1.44734 3.31685  C16 1.020
25 H -0.66353 3.23274 3.61540  C16 1.082
26 H 1.74125 1.65356 1.26198  C18 1.171
27 H 1.80691 2.34093 -1.05504  C19 1.105
28 H 0.20756 4.49356 -1.85294  C20 1.144
29 H -1.53903 4.94733 -0.73930  C21 1.167
30 H -2.19508 3.73049 1.72724  C22 1.146



Least stable structure: version x



Version w
Entry from the OMol25 dataset: a 2-piece molecular cluster, C14H16 overall (ωB97M-V with the def2-TZVPD basis set).

Values from the calculation:
Orbital gap in eV: 9.799
LUMO in eV: 0.956
M in g mol⁻¹: 184.28
HOMO level in eV: -8.844

Bonds (Å) are listed after each position.
Geometry (Å):
1 C -2.82678 -0.90806 -0.60823  C2 1.508, H8 1.096, H9 1.091, H10 1.087
2 C -2.32541 0.11848 0.37638  C1 1.508, C3 1.391, C7 1.399
3 C -3.18357 0.98081 1.05102  C2 1.391, C4 1.388, H11 1.081
4 C -2.62478 1.94285 1.88103  C3 1.388, C5 1.392, H12 1.084
5 C -1.24525 2.10111 1.97253  C4 1.392, C6 1.384, H13 1.080
6 C -0.40568 1.17531 1.37807  C5 1.384, C7 1.390, H14 1.077
7 C -0.95201 0.13013 0.64270  C2 1.399, C6 1.390, H15 1.079
8 H -2.00427 -1.55157 -0.93978  C1 1.096
9 H -3.14332 -0.43496 -1.53903  C1 1.091
10 H -3.62995 -1.56615 -0.28668  C1 1.087
11 H -4.26008 0.88371 1.02662  C3 1.081
12 H -3.24978 2.52899 2.54583  C4 1.084
13 H -0.90618 2.89135 2.62572  C5 1.080
14 H 0.66560 1.23522 1.47471  C6 1.077
15 H -0.37380 -0.64160 0.15824  C7 1.079
16 C 1.05278 0.44477 -2.80092  C17 1.516, H23 1.087, H24 1.091, H25 1.087
17 C 1.61198 -0.30620 -1.60901  C16 1.516, C18 1.389, C22 1.395
18 C 1.52266 -1.68968 -1.51773  C17 1.389, C19 1.396, H26 1.081
19 C 2.02615 -2.36021 -0.40147  C18 1.396, C20 1.385, H27 1.086
20 C 2.67110 -1.67102 0.61220  C19 1.385, C21 1.392, H28 1.076
21 C 2.80077 -0.28925 0.50728  C20 1.392, C22 1.386, H29 1.081
22 C 2.37325 0.35377 -0.64389  C17 1.395, C21 1.386, H30 1.084
23 H 0.18001 -0.14478 -3.07029  C16 1.087
24 H 1.68649 0.44061 -3.68899  C16 1.091
25 H 0.76643 1.45064 -2.50642  C16 1.087
26 H 1.12454 -2.32611 -2.29532  C18 1.081
27 H 1.87602 -3.43582 -0.38410  C19 1.086
28 H 3.05264 -2.22836 1.44955  C20 1.076
29 H 3.12222 0.25016 1.38749  C21 1.081
30 H 2.68887 1.36086 -0.89015  C22 1.084



Version x
Entry from the OMol25 dataset: a 2-piece molecular cluster, C14H16 overall (ωB97M-V with the def2-TZVPD basis set).

Values from the calculation:
Orbital gap in eV: 9.257
LUMO in eV: 0.860
M in g mol⁻¹: 184.28
HOMO level in eV: -8.396

Bonds (Å) are listed after each position.
Geometry (Å):
1 C 2.63923 -4.22576 -0.17095  C2 1.453, H8 1.043, H9 1.100, H10 1.066
2 C 2.58161 -2.91997 -0.80471  C1 1.453, C3 1.461, C7 1.445
3 C 3.47331 -1.88494 -0.28629  C2 1.461, C4 1.406, H11 1.068
4 C 3.72662 -0.65818 -0.92379  C3 1.406, C5 1.357, H12 1.037
5 C 2.98583 -0.47017 -2.04567  C4 1.357, C6 1.415, H13 1.105
6 C 2.16174 -1.41013 -2.70807  C5 1.415, C7 1.423, H14 1.073
7 C 1.82993 -2.59599 -1.99575  C2 1.445, C6 1.423, H15 1.053
8 H 2.01871 -4.93814 -0.61327  C1 1.043
9 H 2.81153 -4.07584 0.90549  C1 1.100
10 H 3.59286 -4.70143 -0.18930  C1 1.066
11 H 3.93398 -1.89584 0.67684  C3 1.068
12 H 4.13888 0.11461 -0.36928  C4 1.037
13 H 3.05228 0.58844 -2.35444  C5 1.105
14 H 1.84556 -1.35437 -3.73199  C6 1.073
15 H 0.89534 -3.04288 -2.18444  C7 1.053
16 C -1.71882 2.54473 2.98811  C17 1.466, H23 1.078, H24 1.157, H25 1.059
17 C -2.44782 2.22185 1.75812  C16 1.466, C18 1.453, C22 1.371
18 C -3.85103 2.55034 1.57606  C17 1.453, C19 1.382, H26 1.228
19 C -4.58077 2.26264 0.43770  C18 1.382, C20 1.445, H27 1.095
20 C -3.76231 1.75065 -0.63792  C19 1.445, C21 1.362, H28 1.100
21 C -2.40340 1.70762 -0.55858  C20 1.362, C22 1.441, H29 1.081
22 C -1.69697 1.79394 0.69391  C17 1.371, C21 1.441, H30 1.079
23 H -1.96669 3.56208 3.24521  C16 1.078
24 H -0.57603 2.71410 2.92964  C16 1.157
25 H -1.87101 1.80176 3.72771  C16 1.059
26 H -4.53858 3.00970 2.48448  C18 1.228
27 H -5.63414 2.54745 0.34166  C19 1.095
28 H -4.20788 1.48000 -1.60655  C20 1.100
29 H -1.79729 1.65628 -1.45250  C21 1.081
30 H -0.63466 1.86746 0.86857  C22 1.079



Least stable structure: version x



Version w
Entry from the OMol25 dataset: a 2-piece molecular cluster, C14H16 overall (ωB97M-V with the def2-TZVPD basis set).

Values from the calculation:
Orbital gap in eV: 9.814
LUMO in eV: 0.968
M in g mol⁻¹: 184.28
HOMO level in eV: -8.845

Bonds (Å) are listed after each position.
Geometry (Å):
1 C -3.14288 1.55723 3.83316  C2 1.498, H8 1.087, H9 1.085, H10 1.090
2 C -2.81894 1.00432 2.47862  C1 1.498, C3 1.399, C7 1.391
3 C -3.06578 -0.33841 2.17242  C2 1.399, C4 1.383, H11 1.089
4 C -2.50067 -0.91450 1.04933  C3 1.383, C5 1.391, H12 1.083
5 C -1.83875 -0.13197 0.10919  C4 1.391, C6 1.390, H13 1.085
6 C -1.70296 1.23483 0.32278  C5 1.390, C7 1.389, H14 1.085
7 C -2.21855 1.77901 1.49225  C2 1.391, C6 1.389, H15 1.087
8 H -2.23836 1.61363 4.43394  C1 1.087
9 H -3.90092 0.96125 4.33148  C1 1.085
10 H -3.50425 2.58415 3.77313  C1 1.090
11 H -3.70120 -0.88614 2.86653  C3 1.089
12 H -2.54310 -1.98647 0.90217  C4 1.083
13 H -1.39078 -0.63878 -0.73915  C5 1.085
14 H -1.19177 1.85695 -0.40411  C6 1.085
15 H -2.16464 2.85510 1.63721  C7 1.087
16 C 3.06524 -0.11355 -3.97331  C17 1.508, H23 1.083, H24 1.088, H25 1.098
17 C 2.65790 -0.52956 -2.58227  C16 1.508, C18 1.382, C22 1.393
18 C 3.09278 -1.72991 -2.05264  C17 1.382, C19 1.391, H26 1.088
19 C 2.76751 -2.12160 -0.75815  C18 1.391, C20 1.390, H27 1.082
20 C 1.96459 -1.28080 0.00400  C19 1.390, C21 1.397, H28 1.083
21 C 1.55036 -0.03840 -0.48281  C20 1.397, C22 1.385, H29 1.080
22 C 1.91242 0.32249 -1.77014  C17 1.393, C21 1.385, H30 1.089
23 H 2.50281 0.73083 -4.35358  C16 1.083
24 H 3.04092 -0.94219 -4.67746  C16 1.088
25 H 4.11268 0.20971 -3.90556  C16 1.098
26 H 3.77964 -2.36784 -2.60496  C18 1.088
27 H 3.08121 -3.04341 -0.28591  C19 1.082
28 H 1.73603 -1.53457 1.03122  C20 1.083
29 H 1.01629 0.55947 0.24050  C21 1.080
30 H 1.64317 1.32913 -2.08786  C22 1.089



Version x
Entry from the OMol25 dataset: a 2-piece molecular cluster, C14H16 overall (ωB97M-V with the def2-TZVPD basis set).

Values from the calculation:
Orbital gap in eV: 9.798
LUMO in eV: 0.877
M in g mol⁻¹: 184.28
HOMO level in eV: -8.922

Bonds (Å) are listed after each position.
Geometry (Å):
1 C -1.16384 -4.20463 1.47634  C2 1.484, H8 1.091, H9 1.099, H10 1.087
2 C -1.18746 -2.82806 2.03133  C1 1.484, C3 1.375, C7 1.425
3 C -2.08477 -1.84858 1.67757  C2 1.375, C4 1.421, H11 1.079
4 C -2.13872 -0.58778 2.33183  C3 1.421, C5 1.380, H12 1.083
5 C -1.18544 -0.24629 3.26990  C4 1.380, C6 1.407, H13 1.079
6 C -0.28196 -1.26146 3.63439  C5 1.407, C7 1.364, H14 1.088
7 C -0.22786 -2.48112 3.02580  C2 1.425, C6 1.364, H15 1.083
8 H -0.69673 -4.93574 2.13813  C1 1.091
9 H -0.50139 -4.20837 0.59982  C1 1.099
10 H -2.12511 -4.63021 1.19801  C1 1.087
11 H -2.92708 -2.04803 1.03359  C3 1.079
12 H -2.86951 0.08398 1.89901  C4 1.083
13 H -1.11996 0.77346 3.61753  C5 1.079
14 H 0.54740 -0.91553 4.24826  C6 1.088
15 H 0.46936 -3.22627 3.38697  C7 1.083
16 C 2.15302 0.20228 -3.75937  C17 1.499, H23 1.087, H24 1.099, H25 1.088
17 C 1.58588 1.24298 -2.84129  C16 1.499, C18 1.379, C22 1.406
18 C 0.30470 1.19049 -2.33411  C17 1.379, C19 1.396, H26 1.085
19 C -0.33368 2.31141 -1.80066  C18 1.396, C20 1.378, H27 1.083
20 C 0.35765 3.49446 -1.65793  C19 1.378, C21 1.414, H28 1.082
21 C 1.74090 3.53811 -1.94633  C20 1.414, C22 1.390, H29 1.080
22 C 2.30687 2.40810 -2.52443  C17 1.406, C21 1.390, H30 1.087
23 H 3.20722 0.01983 -3.56874  C16 1.087
24 H 2.10941 0.53167 -4.80653  C16 1.099
25 H 1.51120 -0.67389 -3.82323  C16 1.088
26 H -0.30323 0.29195 -2.35519  C18 1.085
27 H -1.38988 2.38388 -1.57451  C19 1.083
28 H -0.13795 4.43108 -1.43791  C20 1.082
29 H 2.28571 4.47009 -1.95824  C21 1.080
30 H 3.34913 2.55688 -2.79530  C22 1.087



Version y
Entry from the OMol25 dataset: a 2-piece molecular cluster, C14H16 overall (ωB97M-V with the def2-TZVPD basis set).

Values from the calculation:
Orbital gap in eV: 9.859
LUMO in eV: 0.941
M in g mol⁻¹: 184.28
HOMO level in eV: -8.918

Bonds (Å) are listed after each position.
Geometry (Å):
1 C 0.51665 3.71051 0.16818  C2 1.529, H8 1.092, H9 1.076, H10 1.093
2 C 0.04874 2.74227 -0.91836  C1 1.529, C3 1.387, C7 1.399
3 C 0.02164 1.38440 -0.63751  C2 1.387, C4 1.397, H11 1.076
4 C -0.44906 0.50801 -1.61852  C3 1.397, C5 1.382, H12 1.082
5 C -0.90819 0.98746 -2.83066  C4 1.382, C6 1.396, H13 1.084
6 C -0.64727 2.31615 -3.16986  C5 1.396, C7 1.387, H14 1.080
7 C -0.23033 3.21927 -2.20359  C2 1.399, C6 1.387, H15 1.084
8 H 0.14874 4.70766 -0.08306  C1 1.092
9 H 1.57643 3.61436 0.32420  C1 1.076
10 H -0.11780 3.52760 1.03963  C1 1.093
11 H 0.27511 0.97976 0.32648  C3 1.076
12 H -0.49037 -0.54412 -1.36804  C4 1.082
13 H -1.46685 0.36992 -3.52437  C5 1.084
14 H -1.05380 2.64358 -4.11519  C6 1.080
15 H 0.05166 4.25075 -2.38198  C7 1.084
16 C -1.36843 -2.37654 3.33873  C17 1.508, H23 1.086, H24 1.095, H25 1.087
17 C -0.32120 -2.31496 2.25535  C16 1.508, C18 1.386, C22 1.397
18 C 0.77732 -1.47423 2.34805  C17 1.386, C19 1.385, H26 1.087
19 C 1.58654 -1.22685 1.25147  C18 1.385, C20 1.398, H27 1.073
20 C 1.37773 -1.92745 0.05957  C19 1.398, C21 1.384, H28 1.080
21 C 0.34926 -2.85341 0.01904  C20 1.384, C22 1.385, H29 1.085
22 C -0.55672 -2.99485 1.05752  C17 1.397, C21 1.385, H30 1.081
23 H -1.37858 -1.45787 3.91850  C16 1.086
24 H -1.20126 -3.12784 4.11762  C16 1.095
25 H -2.34943 -2.51675 2.89258  C16 1.087
26 H 0.95350 -0.92640 3.27019  C18 1.087
27 H 2.35740 -0.48093 1.23896  C19 1.073
28 H 2.05371 -1.66934 -0.74281  C20 1.080
29 H 0.21950 -3.38159 -0.91977  C21 1.085
30 H -1.46299 -3.55821 0.88317  C22 1.081



Least stable structure: version x